[1]
C6H8 | wB97M-V/def2-TZVPD

Each line ends with the Mulliken charge.
Element x y z (Å)
C  0.787127  -2.267020  -0.630108  -0.609
C  1.351136  -1.126367  -0.757165  0.314
C  2.149130  -0.162055  -0.837602  -0.671
H  1.428373  -3.127407  -0.660621  0.245
H  -0.316508  -2.511914  -0.599329  0.218
H  2.523971  0.137158  -1.850991  0.219
H  2.527778  0.291839  0.043699  0.282
C  -2.488900  -0.108842  0.889754  -0.259
C  -1.615795  0.696192  0.777164  -0.016
C  -0.900240  1.962214  0.679084  -0.870
H  -3.314579  -0.704466  1.111206  0.412
H  -1.650422  2.870385  0.820136  0.249
H  -0.489927  1.939640  -0.353038  0.247
H  0.008856  2.110644  1.367811  0.238

Forces on the atoms, in the same order (eV/Å):
-2.5 -1.7 -0.2
-1.3 -1.8 0.3
2.1 2.6 -2.0
0.3 -0.4 0.2
1.4 0.8 0.0
-0.4 0.1 1.1
0.4 0.6 0.5
0.2 0.0 0.1
-0.2 1.0 0.8
0.6 1.5 -0.2
-0.5 -0.8 0.0
1.6 -2.0 -0.4
-0.1 0.7 0.5
-1.6 -0.5 -0.8

SMILES: C=C=C.C#CC
Relative energy (zero: lowest compared OMol25 entry of this formula, charge and spin), kJ/mol: 356.2
E_LUMO, eV: 1.00
Orbital gap, hartree: 0.3959
Strongest force on any atom, hartree/bohr: 0.07548
Spin multiplicity: 1


[2]
C6H20N2O2 | wB97M-V/def2-TZVPD

Each line ends with the Mulliken charge.
Element x y z (Å)
C  2.128460  2.496112  -0.008430  -1.436
C  0.923182  1.624433  -0.409194  -0.083
N  1.228614  0.217903  -0.254209  0.021
C  1.861099  -0.312486  -1.467526  -1.070
C  0.019324  -0.627759  0.063917  -0.149
C  -1.229188  -0.289306  -0.766983  0.573
C  -1.770784  -1.618558  -1.298815  -1.598
N  -2.200274  0.381261  0.107636  -0.521
H  2.637592  2.223295  0.917272  0.360
H  1.793676  3.488914  0.339324  0.433
H  2.814627  2.611929  -0.841024  0.297
H  0.053171  1.954136  0.171524  0.169
H  0.632190  2.031907  -1.391463  0.247
H  1.759703  0.163821  -2.456171  0.335
H  2.958000  -0.346786  -1.350166  0.327
H  1.543698  -1.343380  -1.620738  0.359
H  0.430239  -1.635598  0.136771  -0.443
H  -0.116318  -0.426679  1.132156  0.393
H  -0.963879  0.235761  -1.688993  0.083
H  -1.628247  -2.435489  -0.602004  0.356
H  -2.830977  -1.676231  -1.631048  0.479
H  -1.424640  -1.831182  -2.316136  0.373
H  -2.328370  1.365938  -0.069502  0.302
H  -3.082734  -0.118911  0.135767  0.168
O  1.457191  -3.815030  1.001886  -0.653
H  1.117861  -3.184476  1.649997  0.324
H  1.749617  -3.365097  0.189029  0.310
O  -2.119463  2.211712  2.493769  -0.649
H  -2.345438  1.891894  3.382367  0.323
H  -2.116165  1.361143  2.001138  0.371

Forces on the atoms, in the same order (eV/Å):
-0.5 0.9 0.8
0.3 1.7 1.0
-1.3 -0.7 -1.6
1.5 -0.6 -0.1
2.2 1.8 1.0
-0.4 -1.7 0.2
-1.5 -0.4 -1.2
-0.1 -0.1 0.0
0.2 -0.9 -0.3
-0.2 0.0 -0.9
0.3 0.0 0.1
0.2 -0.6 0.6
0.1 -0.9 -0.5
-0.7 0.5 0.4
-0.2 0.0 0.2
0.1 -0.1 0.0
-0.6 -0.2 -0.9
-0.8 0.3 -0.2
0.1 0.7 0.5
0.2 -0.3 -0.1
0.0 0.7 1.0
1.2 -0.3 0.5
-0.2 0.0 -0.3
0.1 0.4 -0.2
0.1 -0.3 -0.3
0.3 0.1 -0.5
-0.3 0.1 0.9
-0.2 -1.1 0.3
0.1 0.5 -0.2
0.2 0.6 -0.1

SMILES: CCN(C)C[C@@H](C)N.O.O
Relative energy (zero: lowest compared OMol25 entry of this formula, charge and spin), kJ/mol: 209.7
E_LUMO, eV: 0.75
Orbital gap, hartree: 0.3438
Strongest force on any atom, hartree/bohr: 0.05838
Spin multiplicity: 1


[3]
C22H33I2KNSb | wB97M-V/def2-TZVPD

Each line ends with the Mulliken charge.
Element x y z (Å)
K  0.302516  1.705060  -0.633332  1.038
I  -2.280977  3.241188  -2.526449  0.066
C  -2.957420  4.345243  -0.865998  -0.901
I  -1.832863  4.144760  0.901274  0.133
H  -3.964607  4.010043  -0.658714  0.384
H  -2.925634  5.386806  -1.154254  0.439
C  6.036511  3.600189  -1.259170  -0.531
C  6.046411  3.016040  -0.000357  -0.617
C  4.921748  2.392055  0.520837  -0.240
C  3.712398  2.326195  -0.198600  0.134
C  3.725069  2.935523  -1.472342  -0.458
C  4.851341  3.552365  -1.986912  -0.525
N  2.530814  1.785517  0.254598  -0.446
C  2.462708  0.871170  1.273057  0.459
C  3.430966  -0.115874  1.583434  -0.328
C  3.199608  -1.069601  2.557918  -0.615
C  2.009806  -1.107686  3.285810  -0.564
C  1.042546  -0.152952  3.004942  -0.742
C  1.261084  0.805125  2.024414  -0.569
H  6.919211  4.080415  -1.658841  0.366
H  6.949737  3.050786  0.598562  0.337
H  4.967278  1.969768  1.515917  0.487
H  2.815437  2.914421  -2.066774  0.143
H  4.807169  4.000361  -2.973327  0.350
H  4.357352  -0.134762  1.025160  0.589
H  3.967856  -1.809695  2.753919  0.360
H  1.853038  -1.851528  4.055914  0.435
H  0.109827  -0.146283  3.559684  0.418
H  0.507221  1.566916  1.838356  0.543
C  -1.008918  -3.390113  1.585381  -1.376
C  -2.244416  -2.610839  1.138402  0.255
C  -3.035361  -2.091728  2.336155  -1.322
Sb  -1.676179  -0.982236  -0.144952  0.345
C  -0.806448  -2.163232  -1.739945  0.253
C  -1.146878  -1.587868  -3.112144  -1.388
C  0.711019  -2.227653  -1.544301  -1.244
C  -3.595187  -0.567443  -1.055477  0.279
C  -4.441825  -1.808519  -1.313180  -1.471
C  -4.352930  0.483303  -0.243891  -1.213
H  -1.296167  -4.178746  2.288770  0.452
H  -0.284344  -2.746818  2.093349  0.210
H  -0.499406  -3.871914  0.750072  0.300
H  -2.880588  -3.254339  0.527365  0.415
H  -2.416034  -1.442883  2.961485  0.185
H  -3.372212  -2.922891  2.963247  0.436
H  -3.919544  -1.521447  2.044298  0.278
H  -1.235685  -3.164806  -1.648864  0.375
H  -0.826909  -0.542445  -3.199689  0.210
H  -2.213795  -1.623063  -3.335285  0.300
H  -0.624928  -2.139257  -3.900338  0.441
H  1.169539  -1.240175  -1.661229  0.247
H  1.171506  -2.881180  -2.291709  0.428
H  1.003318  -2.588675  -0.557810  0.300
H  -3.319292  -0.120482  -2.014982  0.321
H  -4.774031  -2.260339  -0.375390  0.288
H  -3.902002  -2.577090  -1.871039  0.321
H  -5.341310  -1.558673  -1.885359  0.441
H  -4.659396  0.096806  0.731068  0.240
H  -5.263022  0.800583  -0.764387  0.413
H  -3.744726  1.372597  -0.058346  0.134

Forces on the atoms, in the same order (eV/Å):
-0.5 0.1 -0.5
0.1 -0.2 -0.3
-0.2 0.1 0.0
0.1 -0.1 0.2
0.0 0.1 0.0
-0.1 0.0 0.0
-0.1 0.0 0.0
0.0 0.0 0.1
0.1 0.1 0.1
0.0 -0.2 0.0
0.0 0.0 0.0
0.0 0.0 0.0
0.8 0.2 0.3
0.0 0.0 -0.1
-0.1 0.0 0.0
0.0 0.0 0.0
0.0 0.1 -0.1
0.0 0.0 -0.1
0.1 0.0 0.1
0.0 0.0 0.0
0.0 0.0 0.0
0.0 0.0 0.0
0.0 0.0 0.0
0.0 0.0 0.0
0.0 0.0 0.0
0.0 0.0 0.0
0.0 0.0 0.0
0.0 0.0 0.0
0.0 0.0 0.3
0.0 0.0 0.1
0.0 0.0 0.1
0.0 0.0 0.0
0.0 0.1 0.0
0.1 0.0 0.0
0.0 0.0 0.0
0.0 0.0 0.0
-0.1 0.0 0.0
-0.1 0.0 0.0
-0.1 0.0 0.0
0.0 0.0 0.0
0.0 0.0 0.0
0.0 0.0 0.0
0.0 0.0 0.0
0.0 0.0 0.0
0.0 0.0 0.0
0.0 0.0 0.0
0.0 0.0 0.0
0.0 0.0 0.0
0.0 0.0 0.0
0.0 0.0 0.0
0.0 0.0 0.0
0.0 0.0 0.0
0.0 0.0 0.0
0.0 0.0 0.0
0.0 0.0 0.0
0.0 0.0 0.0
0.0 0.0 0.0
0.0 0.0 0.0
0.0 0.0 0.0
0.0 0.0 0.0

Relative energy (zero: lowest compared OMol25 entry of this formula, charge and spin), kJ/mol: 22.0
E_LUMO, eV: -0.89
Orbital gap, hartree: 0.1815
Strongest force on any atom, hartree/bohr: 0.01657
Spin multiplicity: 1


[4]
CH4Cl2PS | wB97M-V/def2-TZVPD

Each line ends with the Mulliken charge.
Element x y z (Å)
C  -1.033111  -0.417785  -0.547912  -0.852
P  0.685204  0.014388  0.063669  0.819
S  0.802772  0.201443  2.166527  -0.105
Cl  1.260236  1.656128  -0.819937  -0.052
Cl  2.037971  -1.491951  -0.539831  -0.116
H  -1.266602  0.031309  -1.576415  0.337
H  -1.766359  -0.146391  0.109514  0.346
H  -1.202715  -1.444939  -0.763741  0.363
H  0.482600  1.597802  1.908128  0.260

Forces on the atoms, in the same order (eV/Å):
2.0 0.6 -3.2
0.0 -2.4 -0.2
-0.5 2.0 -1.9
0.1 0.2 0.0
-1.7 1.7 0.8
0.8 0.0 1.5
-1.6 1.1 2.0
0.6 -1.3 0.3
0.4 -2.0 0.7

Relative energy (zero: lowest compared OMol25 entry of this formula, charge and spin), kJ/mol: 38.7
E_LUMO, eV: -5.15
Net charge: +1
Orbital gap, hartree: 0.3827
Strongest force on any atom, hartree/bohr: 0.07426
Spin multiplicity: 1


[5]
C25H32F4N6Ni | wB97M-V/def2-TZVPD

Each line ends with the Mulliken charge.
Element x y z (Å)
Ni  -0.314686  0.029671  -0.006775  0.248
C  -2.035936  -0.953107  2.978141  -1.498
C  -2.720934  -0.213208  1.846458  -0.968
N  -1.902471  0.858610  1.220141  1.114
C  -1.454274  1.787977  2.289168  -0.862
C  -0.897784  3.123822  1.824029  -1.405
C  -2.759880  1.523591  0.209738  -1.469
C  -2.017937  2.188138  -0.943046  -1.053
N  -0.941958  1.308582  -1.369938  0.748
C  -0.282231  1.531645  -2.530063  -0.508
C  0.782324  0.674683  -2.878258  0.438
F  1.110803  -0.319198  -2.007737  -0.069
C  1.525774  0.787758  -4.026262  -0.036
F  2.511365  -0.102777  -4.229903  -0.311
C  1.288151  1.787979  -4.950562  -0.696
C  0.267999  2.657954  -4.634029  0.246
F  -0.026047  3.667576  -5.473464  -0.332
C  -0.485655  2.555273  -3.479585  0.316
F  -1.440309  3.498392  -3.294878  -0.344
H  -2.680044  -1.773902  3.297939  0.449
H  -1.852368  -0.324029  3.849647  0.396
H  -1.094889  -1.386809  2.646830  0.279
H  -3.653450  0.238618  2.211690  0.620
H  -2.975054  -0.917105  1.058057  0.491
H  -0.697490  1.268716  2.875743  0.398
H  -2.303671  1.973253  2.961170  0.461
H  -0.171767  3.010953  1.020397  0.154
H  -0.395804  3.604592  2.665051  0.396
H  -1.679721  3.799219  1.477461  0.356
H  -3.418531  2.251899  0.700125  0.295
H  -3.398485  0.740716  -0.202249  0.614
H  -1.655852  3.179490  -0.657104  0.440
H  -2.759968  2.352943  -1.724951  0.567
H  1.859064  1.877798  -5.862331  0.517
N  3.385362  3.963902  -0.224993  -0.409
C  2.959983  2.909193  0.524711  0.437
C  1.957092  2.047202  0.046019  -0.469
N  1.515820  1.045700  0.780626  0.615
C  2.053462  0.859121  1.993082  -0.342
C  3.035736  1.714463  2.446348  -0.561
N  3.492492  2.739039  1.728476  -0.670
H  3.141075  4.024662  -1.196472  0.219
H  4.195916  4.463546  0.095008  0.259
H  1.520435  2.187008  -0.934158  -0.029
H  1.707947  0.020351  2.582304  0.340
H  3.477667  1.566213  3.424184  0.394
C  2.429802  -2.484175  -0.040283  -0.683
N  1.920121  -3.197919  1.117232  0.111
C  2.070521  -4.631577  0.952555  -1.013
C  0.567388  -2.787645  1.481263  -0.363
C  -0.521471  -2.930210  0.428582  2.557
C  -1.071803  -4.195604  0.203165  -0.661
C  -2.048269  -4.390262  -0.763142  -0.820
C  -2.481007  -3.306003  -1.516379  -0.810
C  -1.943319  -2.047955  -1.275776  0.636
C  -0.967837  -1.814242  -0.298131  -1.625
H  3.493999  -2.696817  -0.156631  0.472
H  2.316017  -1.407233  0.099722  -0.146
H  1.919808  -2.751743  -0.977607  0.335
H  3.131666  -4.876610  0.877537  0.357
H  1.573291  -5.023381  0.052373  0.359
H  1.664198  -5.153137  1.821711  0.327
H  0.626893  -1.727206  1.765358  -1.234
H  0.292597  -3.338643  2.385787  0.788
H  -0.742905  -5.040811  0.799037  0.464
H  -2.467179  -5.375542  -0.926129  0.369
H  -3.238545  -3.441890  -2.280219  0.442
H  -2.295241  -1.211508  -1.875810  0.362

Forces on the atoms, in the same order (eV/Å):
-0.1 -0.1 0.1
-0.1 0.0 0.0
0.0 0.1 0.1
0.2 0.1 0.1
-0.1 0.0 -0.1
0.0 0.0 0.0
-0.1 0.0 0.1
0.1 -0.1 0.0
0.2 0.2 -0.2
-0.3 0.0 0.3
0.2 -0.2 -0.1
0.0 0.1 0.0
0.0 -0.1 0.0
0.0 0.1 -0.1
0.1 -0.1 -0.1
-0.1 0.1 0.0
0.1 -0.1 0.0
0.0 0.1 -0.1
0.0 0.0 0.1
0.0 0.0 0.0
0.0 0.0 0.0
-0.1 0.1 0.0
0.0 0.0 0.0
0.0 0.0 0.0
0.0 0.0 0.0
0.0 0.0 0.0
0.0 0.0 0.1
0.0 0.0 0.0
0.0 0.0 0.0
0.0 0.0 0.0
0.1 0.0 0.0
0.0 0.0 0.0
-0.1 0.0 -0.1
0.0 0.0 0.0
0.0 0.0 0.1
0.1 0.1 -0.1
0.1 -0.1 0.0
-0.2 0.0 -0.1
0.1 0.0 0.0
0.1 0.0 0.0
0.0 0.0 0.1
0.0 0.0 0.0
0.0 0.0 0.0
-0.1 0.0 0.0
0.0 0.0 0.0
0.0 0.0 0.0
0.0 0.0 -0.1
0.0 0.0 0.0
0.0 0.0 0.0
0.0 0.1 -0.1
-0.1 -0.1 0.0
-0.1 0.0 0.0
0.0 0.1 0.0
0.1 0.0 0.1
0.0 0.1 -0.1
0.0 -0.2 0.0
0.0 0.0 0.0
0.0 0.0 0.0
0.0 0.0 0.0
0.0 0.0 0.0
0.0 0.0 0.0
0.0 0.0 0.0
0.1 0.0 -0.1
0.0 0.0 0.0
0.0 0.0 0.0
0.0 0.0 0.0
0.0 0.0 0.0
0.0 0.0 0.0

E_LUMO (alpha / beta), eV: -0.18 / -0.26
Orbital gap (alpha / beta), hartree: 0.2601 / 0.2566
Strongest force on any atom, hartree/bohr: 0.00812
Spin multiplicity: 3


[6]
C4H8O2 | wB97M-V/def2-TZVPD

Each line ends with the Mulliken charge.
Element x y z (Å)
C  0.788559  0.016868  -1.573666  -1.313
C  -0.245194  0.159465  -0.464583  0.348
O  -1.204554  -0.888684  -0.502916  -0.535
C  0.390146  0.062024  0.910622  -0.603
C  -0.625448  0.105897  2.033005  -0.032
O  -0.354033  -0.214259  3.164050  -0.487
H  0.319696  0.066833  -2.563115  0.366
H  1.540061  0.812234  -1.518165  0.340
H  1.296057  -0.949696  -1.483360  0.339
H  -0.753748  1.135124  -0.556688  0.250
H  -1.692021  -0.829256  -1.333724  0.321
H  1.116268  0.871516  1.064703  0.370
H  0.939319  -0.883295  0.998767  0.293
H  -1.650214  0.441329  1.765445  0.344

Forces on the atoms, in the same order (eV/Å):
0.0 0.0 -0.1
0.2 0.2 0.1
-0.2 0.0 -0.3
0.0 0.0 0.0
0.2 -0.1 0.3
-0.2 0.2 -0.3
0.0 0.0 0.1
-0.1 -0.1 0.0
-0.1 0.1 0.0
0.1 -0.2 0.0
0.1 -0.1 0.1
-0.1 -0.1 0.0
-0.1 0.1 0.0
0.1 0.0 0.0

SMILES: C[C@@H](O)CC=O
Relative energy (zero: lowest compared OMol25 entry of this formula, charge and spin), kJ/mol: 102.2
E_LUMO, eV: 0.75
Orbital gap, hartree: 0.3835
Strongest force on any atom, hartree/bohr: 0.00790
Spin multiplicity: 1


> Which of these has the highest spin multiplicity?

C25H32F4N6Ni


> The highest strongest force on any atom belongs to which entry?

C6H8


Please write out number 6 again, unchanged.
C4H8O2 | wB97M-V/def2-TZVPD

Each line ends with the Mulliken charge.
Element x y z (Å)
C  0.788559  0.016868  -1.573666  -1.313
C  -0.245194  0.159465  -0.464583  0.348
O  -1.204554  -0.888684  -0.502916  -0.535
C  0.390146  0.062024  0.910622  -0.603
C  -0.625448  0.105897  2.033005  -0.032
O  -0.354033  -0.214259  3.164050  -0.487
H  0.319696  0.066833  -2.563115  0.366
H  1.540061  0.812234  -1.518165  0.340
H  1.296057  -0.949696  -1.483360  0.339
H  -0.753748  1.135124  -0.556688  0.250
H  -1.692021  -0.829256  -1.333724  0.321
H  1.116268  0.871516  1.064703  0.370
H  0.939319  -0.883295  0.998767  0.293
H  -1.650214  0.441329  1.765445  0.344

Forces on the atoms, in the same order (eV/Å):
0.0 0.0 -0.1
0.2 0.2 0.1
-0.2 0.0 -0.3
0.0 0.0 0.0
0.2 -0.1 0.3
-0.2 0.2 -0.3
0.0 0.0 0.1
-0.1 -0.1 0.0
-0.1 0.1 0.0
0.1 -0.2 0.0
0.1 -0.1 0.1
-0.1 -0.1 0.0
-0.1 0.1 0.0
0.1 0.0 0.0

SMILES: C[C@@H](O)CC=O
Relative energy (zero: lowest compared OMol25 entry of this formula, charge and spin), kJ/mol: 102.2
E_LUMO, eV: 0.75
Orbital gap, hartree: 0.3835
Strongest force on any atom, hartree/bohr: 0.00790
Spin multiplicity: 1